DFT (wB97M-V/def2-TZVPD) results for a 8-piece molecular cluster, C48H109N5O9 overall in a non-equilibrium geometry.

2S+1: 2
Highest occupied orbital energy (spin up / spin down), eV: -9.416 / -9.416
Net charge: +1
Expectation value of S²: 0.75
Relative energy (zero: lowest compared OMol25 entry of this formula, charge and spin), kcal/mol: 0.00

```
171
C48H109N5O9 wB97M-V/def2-TZVPD
O 4.283 0.184 -5.151
O -0.723 -3.945 -0.579
O -6.150 -0.277 1.215
O 1.128 -0.691 3.453
O 3.257 -3.573 -2.945
O -9.803 -1.716 4.216
O 0.263 -1.528 0.812
O 3.281 -0.175 1.683
O 0.977 6.694 -1.702
N -1.550 -4.905 0.074
N -0.017 6.116 -0.903
N -8.908 -0.303 1.664
N 3.983 -0.518 2.782
N 3.476 0.776 -6.051
C 2.471 1.727 -5.393
C 5.977 -0.888 4.878
C 5.401 1.478 2.823
C -0.132 4.655 -1.023
C 1.043 -1.428 4.600
C -0.831 -0.297 -0.804
C -1.962 -6.504 1.998
C -0.986 -5.487 1.305
C -3.378 -5.964 2.134
C 5.307 2.073 -7.081
C -3.545 -4.370 -1.401
C 3.183 1.538 3.991
C 4.961 0.197 4.913
C -9.314 -1.281 5.449
C 5.377 -2.061 4.131
C 1.483 2.277 -6.465
C -10.512 -0.707 3.500
C -1.929 4.929 0.889
C 5.993 -1.640 1.749
C 4.374 0.620 3.596
C -4.855 0.319 1.094
C 3.740 -1.783 -1.536
C 1.560 0.897 -4.412
C -3.012 -4.428 0.058
C -10.291 -0.762 1.942
C 0.929 3.891 -0.185
C -0.282 6.838 0.341
C 2.604 -2.673 -2.108
C 2.114 2.772 -7.756
C 3.120 2.896 -4.536
C -1.609 4.317 -0.494
C -3.857 -5.573 0.726
C -1.673 6.438 0.903
C 0.431 -0.387 -0.032
C 4.728 -0.213 -7.991
C -6.958 -0.312 0.075
C -0.661 -4.441 2.287
C 0.286 -6.255 1.000
C -0.156 4.146 -2.502
C -3.298 -3.050 0.695
C 4.187 1.128 -7.311
C -0.542 8.335 -0.051
C 3.200 1.765 -8.257
C 0.848 6.698 1.428
C 4.815 -1.771 2.726
C 3.855 -2.904 2.373
C -8.455 -0.831 0.380
C -0.398 -1.653 4.933
H 4.491 -2.432 -1.085
H 6.282 0.919 2.507
H 3.487 2.471 4.467
H -11.564 -0.880 3.727
H -9.065 -0.520 -0.467
H 5.515 1.088 5.211
H 4.279 -3.891 2.561
H -0.711 -0.732 5.424
H -1.512 -3.941 2.750
H 0.010 -7.014 0.268
H 0.326 8.794 -0.525
H -10.342 0.311 3.853
H -6.439 -1.009 -0.583
H 1.823 4.513 -0.148
H -3.306 -5.313 -1.892
H 0.770 -6.782 1.822
H -1.106 -1.913 4.147
H 5.151 -0.052 -8.983
H -8.914 -2.051 6.108
H 1.375 2.938 -8.540
H 1.037 0.130 -4.984
H 5.052 1.909 1.885
H -1.396 8.420 -0.723
H 4.293 0.029 5.758
H 2.047 -0.578 3.197
H -1.241 4.517 1.627
H 5.962 1.745 -6.273
H -4.633 -4.332 -1.463
H -0.803 4.745 -3.144
H 2.847 -2.719 2.745
H -5.017 1.374 0.873
H -0.874 9.012 0.736
H 1.071 2.922 -0.663
H 2.478 3.775 -7.535
H -1.587 6.604 1.977
H 1.781 6.503 0.900
H 0.502 6.935 -2.501
H -8.213 -0.590 2.338
H -0.855 0.436 -1.611
H -4.305 -0.115 0.259
H 6.823 -1.169 2.276
H 0.418 -1.270 1.724
H -10.399 -1.802 1.633
H -3.321 -5.068 2.750
H 3.918 0.039 0.998
H 4.909 3.056 -6.831
H -0.509 -2.453 5.666
H -2.364 4.691 -1.185
H 5.443 -0.693 -7.323
H 6.870 -0.474 4.410
H 3.706 -2.866 1.294
H 5.811 -0.945 0.929
H 3.691 2.144 -9.154
H 0.980 7.511 2.142
H 2.630 1.985 3.165
H 5.732 2.356 3.377
H -8.560 -0.518 5.260
H -1.071 -1.266 -1.244
H -11.005 -0.109 1.439
H -1.672 -6.724 3.026
H 1.014 -5.654 0.455
H -4.332 -2.739 0.551
H 5.970 2.166 -7.941
H 2.097 -3.194 -1.296
H 2.482 1.031 4.653
H 6.295 -1.300 5.835
H 0.738 3.799 0.884
H 3.600 3.643 -5.168
H 3.918 -0.704 -5.182
H -3.979 -6.478 0.130
H 0.866 3.035 -5.983
H -2.508 7.025 0.520
H 2.216 0.430 -3.678
H -0.152 -4.919 3.124
H 0.826 4.348 -2.929
H 2.315 3.411 -4.013
H 0.831 1.476 -3.846
H 4.659 -2.362 4.894
H 1.844 -2.077 -2.614
H 1.606 -2.361 4.569
H -0.456 3.108 -2.652
H 0.712 5.765 1.975
H -3.029 -3.655 -2.042
H 3.897 -0.918 -8.034
H -2.130 -7.439 1.464
H 0.017 -3.699 1.864
H 3.359 -1.277 -0.649
H 2.640 0.973 -8.754
H -10.124 -0.794 5.991
H 1.216 -0.718 -0.713
H -7.000 0.636 -0.461
H -1.597 3.229 -0.424
H 6.316 -2.588 1.321
H -2.925 4.670 1.250
H 4.038 -3.840 -2.455
H -8.505 -1.920 0.343
H -3.141 -2.943 1.768
H -2.604 -2.338 0.248
H 1.465 -0.833 5.410
H 3.895 2.571 -3.842
H -4.230 0.280 1.986
H 0.738 1.551 -6.790
H -4.812 -5.089 0.930
H -4.025 -6.687 2.631
H 0.597 0.499 0.580
H 4.194 -1.105 -2.258
H -0.818 -3.216 0.038
H 6.090 -2.865 3.947
H -1.658 0.003 -0.161
```

=====

DFT (wB97M-V/def2-TZVPD) results for a 11-piece molecular cluster, C31H84O11 overall in a non-equilibrium geometry.

2S+1: 1
Highest occupied orbital energy, eV: -8.823
Net charge: 0
Relative energy (zero: lowest compared OMol25 entry of this formula, charge and spin), kcal/mol: 319.86

```
126
C31H84O11 wB97M-V/def2-TZVPD
O 3.228 -2.083 -2.961
O 0.314 0.861 2.926
O -3.459 4.015 4.315
O 1.059 1.517 0.445
O 5.580 2.754 3.884
O -3.795 -2.926 -4.767
O -4.941 -0.182 -0.871
O -2.536 -2.004 -0.241
O 2.561 -0.547 -0.788
O 1.498 -5.546 -0.526
O -1.031 3.278 3.714
C -4.349 3.363 3.719
C -0.564 0.136 -0.266
C 3.532 -1.931 -5.344
C -5.708 4.088 3.866
C -3.920 1.891 -0.672
C -3.967 2.963 2.350
C -2.738 -2.282 -4.651
C 1.002 0.276 3.759
C -0.451 4.084 2.735
C -1.855 -2.467 1.747
C 0.738 -4.592 -0.290
C 5.538 3.201 2.735
C 0.108 2.332 -1.498
C -1.898 -2.644 -3.472
C 4.517 -1.083 0.190
C 1.597 1.293 4.673
C 0.482 -3.821 -1.625
C 4.348 0.778 -1.626
C 1.390 -1.330 -4.128
C 1.956 -0.628 3.078
C -2.949 -2.649 0.742
C -0.033 1.584 -0.144
C -1.839 -2.348 -5.894
C 4.042 3.377 2.241
C 1.292 -3.563 0.668
C -4.626 0.813 -1.520
C -3.663 0.124 -2.472
C 3.614 -0.027 -0.485
C 6.361 2.356 1.799
C 2.944 -1.449 -4.059
C -3.096 -4.077 0.422
H -5.646 5.184 4.016
H 0.967 -0.610 -3.424
H -0.657 2.242 0.435
H 2.347 -1.402 3.725
H -1.028 -3.064 1.385
H 0.907 0.973 1.216
H -3.812 4.557 5.057
H -1.585 0.198 -0.024
H 6.057 2.658 0.715
H 5.026 0.083 -2.246
H -3.859 -2.211 1.147
H 2.971 -1.519 -2.194
H 4.879 3.113 4.449
H -5.703 -0.055 -0.296
H 4.961 1.469 -1.180
H -3.052 2.408 2.207
H 0.802 -2.609 0.629
H 3.994 3.968 1.335
H 0.768 3.210 -1.480
H -3.532 0.728 -3.363
H 2.284 -3.443 0.279
H -0.553 -0.350 -1.244
H 5.342 -0.596 0.682
H 1.470 -3.982 1.771
H -1.383 -3.338 -5.906
H -2.321 -2.254 -6.873
H -3.784 3.818 1.740
H -4.829 2.510 1.900
H -6.298 3.988 2.949
H 4.913 -1.845 -0.514
H -1.432 -3.522 -3.740
H -0.178 1.497 3.409
H 2.700 0.027 2.614
H -4.518 -2.322 -5.055
H 1.485 -1.266 2.349
H -3.897 -4.269 -0.243
H 5.993 4.177 2.765
H -3.058 -1.202 -4.467
H 3.366 -0.486 -3.890
H -3.469 1.280 0.172
H -1.099 -1.532 -5.704
H -1.935 3.502 3.787
H -3.341 -4.493 1.402
H -0.346 -3.061 -1.390
H 2.328 2.012 4.275
H 3.007 -2.823 -5.606
H 3.407 0.714 0.322
H 1.405 -3.346 -1.973
H -3.130 -1.347 -0.449
H 0.654 3.907 2.554
H 4.586 -2.143 -5.211
H -5.400 1.304 -2.175
H 0.822 1.936 5.056
H 7.393 2.536 2.060
H -0.184 -4.967 0.178
H -2.186 -2.845 2.704
H -1.133 4.182 1.876
H -4.165 -0.750 -2.803
H -4.708 2.506 -0.252
H 0.610 1.803 -2.234
H -4.490 2.405 4.228
H -6.266 3.611 4.597
H 3.390 2.509 1.927
H -1.093 -1.842 -3.311
H 3.444 4.026 2.864
H 1.937 0.912 5.566
H -0.859 2.789 -1.751
H -2.280 -4.634 0.124
H -3.087 2.498 -1.122
H 0.986 -0.935 -5.074
H 0.222 -0.316 4.331
H -0.274 -0.541 0.553
H 0.235 -4.446 -2.525
H 3.974 -1.636 0.942
H 6.077 1.311 2.013
H 3.592 1.335 -2.239
H -2.636 -0.109 -2.071
H -0.589 5.043 3.164
H -2.399 -2.804 -2.568
H -1.473 -1.395 2.016
H 1.837 0.011 -0.647
H 1.780 -5.874 0.318
H 1.065 -2.359 -4.152
H 3.374 -1.319 -6.169
```

=====

> Which of these has the highest relative energy (zero: lowest compared OMol25 entry of this formula, charge and spin)?

C31H84O11

=====

> Number 2 is which compound?

C31H84O11

=====

> The highest net charge belongs to which entry?

C48H109N5O9